No. 1
This record from OMol25 describes a 6-piece molecular cluster, C18H37FN2O5S overall. The level of theory is ωB97M-V with the def2-TZVPD basis set.

Output
SMILES = FCCc1cccc2nsnc12.CCO.CCO.CCO.CCO.CCO
HOMO level = -8.3 eV
E_tot = -1691.3596 Eh
LUMO level = -1.43 eV
Frontier orbital gap = 6.837 eV

CARTESIAN COORDINATES (ANGSTROEM)
1 F -1.20 -2.43 2.24
2 C -2.01 -3.57 1.70
3 C -1.73 -3.80 0.09
4 C -1.95 -2.40 -0.81
5 C -2.76 -1.09 -0.19
6 C -2.98 0.34 -0.99
7 C -2.37 0.42 -2.53
8 C -1.56 -0.88 -3.16
9 N -0.90 -0.99 -4.54
10 S -0.15 -2.60 -4.64
11 N -0.54 -3.38 -3.11
12 C -1.33 -2.30 -2.35
13 H -1.64 -4.54 2.29
14 H -3.15 -3.46 1.96
15 H -2.29 -4.72 -0.37
16 H -0.56 -4.04 0.00
17 H -3.22 -1.15 0.90
18 H -3.53 1.23 -0.45
19 H -2.53 1.44 -3.13
20 C -1.96 5.30 -4.14
21 C -1.44 4.26 -3.17
22 O -1.19 3.04 -3.86
23 H -2.88 4.96 -4.62
24 H -2.16 6.24 -3.62
25 H -1.23 5.49 -4.94
26 H -2.18 4.06 -2.39
27 H -0.52 4.59 -2.70
28 H -0.53 3.22 -4.55
29 C 0.64 0.40 0.67
30 C 1.90 0.35 1.51
31 O 1.56 0.16 2.87
32 H -0.02 1.21 1.00
33 H 0.87 0.55 -0.39
34 H 0.07 -0.53 0.77
35 H 2.45 1.29 1.42
36 H 2.55 -0.47 1.19
37 H 1.08 -0.68 2.95
38 C 1.46 -1.49 6.16
39 C 2.75 -2.14 5.70
40 O 2.67 -3.55 5.87
41 H 1.27 -1.72 7.22
42 H 1.51 -0.40 6.05
43 H 0.61 -1.86 5.59
44 H 3.60 -1.78 6.29
45 H 2.95 -1.92 4.65
46 H 1.92 -3.86 5.33
47 C 5.35 -5.25 5.75
48 C 5.41 -6.67 6.27
49 O 6.48 -7.37 5.65
50 H 5.21 -5.24 4.67
51 H 4.53 -4.70 6.22
52 H 6.29 -4.73 5.95
53 H 4.48 -7.20 6.05
54 H 5.57 -6.69 7.36
55 H 7.30 -6.90 5.86
56 C -3.95 8.14 -7.22
57 C -2.66 7.49 -7.68
58 O -2.74 6.08 -7.51
59 H -4.14 7.91 -6.17
60 H -3.90 9.23 -7.33
61 H -4.80 7.77 -7.79
62 H -1.81 7.85 -7.09
63 H -2.46 7.71 -8.73
64 H -3.49 5.77 -8.05

Here are the Löwdin charges for atoms 1 to 2, given in e: number 1, F, carries -0.16; number 2, C, carries -0.15

=====

No. 2
This record from OMol25 describes C18H37GeN2O3S5W as an isolated structure. The level of theory is ωB97M-V with the def2-TZVPD basis set.

Output
Total charge = +2
Spin multiplicity = 2
Expectation value of S² = 1.195
HOMO level (alpha / beta) = -13.4 / -13.4 eV
E_tot = -5177.8409 Eh
LUMO level (alpha / beta) = -7.88 / -6.81 eV
Frontier orbital gap (alpha / beta) = 5.545 / 6.580 eV

CARTESIAN COORDINATES (ANGSTROEM)
1 W 0.29 -0.49 0.24
2 C -0.12 3.36 -2.32
3 C 0.89 2.55 -1.50
4 C 1.29 3.36 -0.27
5 C 2.09 2.23 -2.37
6 O 0.23 1.27 -1.09
7 Ge -1.73 1.18 -1.06
8 O -1.22 0.85 0.82
9 C -1.91 1.57 1.94
10 C -0.86 1.95 2.99
11 C -3.03 0.70 2.49
12 C -2.50 2.84 1.35
13 O -1.26 -0.70 -1.12
14 C -2.12 -1.73 -1.80
15 C -2.44 -2.86 -0.83
16 C -3.40 -1.02 -2.21
17 C -1.34 -2.20 -3.01
18 H 0.39 4.23 -2.73
19 H -0.95 3.72 -1.72
20 H -0.51 2.78 -3.16
21 H 1.59 4.36 -0.58
22 H 2.15 2.94 0.25
23 H 0.46 3.46 0.43
24 H 2.50 3.16 -2.77
25 H 1.81 1.61 -3.23
26 H 2.90 1.76 -1.81
27 H -0.49 1.10 3.55
28 H -1.31 2.63 3.71
29 H -0.03 2.48 2.52
30 H -2.67 -0.22 2.93
31 H -3.74 0.45 1.70
32 H -3.57 1.25 3.25
33 H -1.73 3.46 0.88
34 H -2.95 3.42 2.14
35 H -3.28 2.63 0.62
36 H -2.69 -2.47 0.16
37 H -1.64 -3.58 -0.74
38 H -3.31 -3.40 -1.20
39 H -3.93 -0.61 -1.34
40 H -4.07 -1.75 -2.67
41 H -3.23 -0.23 -2.94
42 H -0.43 -2.72 -2.71
43 H -1.09 -1.38 -3.67
44 H -1.93 -2.92 -3.58
45 N 2.06 0.34 1.30
46 C 3.33 -0.45 1.26
47 C 3.94 -0.44 -0.13
48 C 3.21 -1.30 -1.15
49 N 1.81 -0.83 -1.37
50 H 2.27 1.29 0.98
51 H 1.79 0.44 2.27
52 H 3.10 -1.46 1.60
53 H 4.03 -0.01 1.98
54 H 4.97 -0.80 -0.06
55 H 4.03 0.59 -0.48
56 H 3.17 -2.34 -0.82
57 H 3.73 -1.28 -2.11
58 H 1.37 -1.46 -2.05
59 H 1.84 0.07 -1.85
60 S 0.79 -6.58 4.54
61 C 0.70 -5.27 3.62
62 S 0.14 -3.70 4.21
63 C 0.25 -2.87 2.69
64 C 0.70 -3.60 1.61
65 S 0.77 -2.81 0.12
66 S 1.09 -5.26 1.89
67 S -0.22 -1.26 2.43

Here are the Löwdin charges for atoms 1 to 2, given in e: number 1, W, carries 1.30; number 2, C, carries -0.07

=====

No. 3
This record from OMol25 describes C18H37O6PSi2 as an isolated structure. The level of theory is ωB97M-V with the def2-TZVPD basis set.

Output
HOMO level = -7.9 eV
Energy above the lowest of the compared OMol25 structures with the same formula, charge and spin = 0.000 eV
E_tot = -2079.9046 Eh
LUMO level = 0.56 eV
Frontier orbital gap = 8.438 eV

CARTESIAN COORDINATES (ANGSTROEM)
1 C -3.94 -4.58 -1.15
2 C -4.13 -3.26 -1.17
3 Si -2.79 -2.07 -1.69
4 C -3.16 -1.39 -3.40
5 C -3.53 -2.48 -4.43
6 C -2.37 -2.93 -5.27
7 O -1.16 -2.93 -4.51
8 C -0.19 -3.74 -5.01
9 C 1.03 -3.03 -5.52
10 O -0.30 -4.96 -5.03
11 O -2.76 -0.73 -0.68
12 Si -1.60 -0.64 0.51
13 C -2.03 0.79 1.65
14 C -1.66 2.19 1.13
15 C -0.16 2.46 1.16
16 C 0.40 2.57 2.58
17 C 1.71 1.79 2.78
18 C 2.96 2.69 2.62
19 C 3.79 2.79 3.90
20 C 5.18 3.34 3.64
21 O 5.12 4.67 3.10
22 C 5.86 4.88 1.98
23 C 5.31 4.41 0.67
24 O 6.93 5.48 2.04
25 P -1.68 -2.58 1.66
26 C -2.98 -2.29 2.93
27 O -0.24 -2.55 2.53
28 H -4.70 -5.28 -0.83
29 H -3.00 -5.01 -1.46
30 H -5.10 -2.87 -0.90
31 H -1.51 -2.81 -1.67
32 H -4.03 -0.76 -3.26
33 H -2.36 -0.74 -3.74
34 H -4.27 -2.06 -5.10
35 H -4.00 -3.31 -3.93
36 H -2.55 -3.95 -5.61
37 H -2.27 -2.30 -6.15
38 H 1.44 -2.37 -4.76
39 H 0.83 -2.46 -6.41
40 H 1.78 -3.78 -5.75
41 H -0.25 -0.52 -0.08
42 H -3.11 0.76 1.77
43 H -1.56 0.63 2.61
44 H -2.11 2.92 1.78
45 H -2.04 2.36 0.13
46 H 0.38 1.73 0.57
47 H -0.02 3.41 0.65
48 H 0.56 3.61 2.80
49 H -0.32 2.19 3.29
50 H 1.73 1.31 3.75
51 H 1.77 1.03 2.02
52 H 2.68 3.69 2.33
53 H 3.61 2.24 1.88
54 H 3.29 3.44 4.61
55 H 3.90 1.81 4.34
56 H 5.70 3.41 4.59
57 H 5.70 2.67 2.97
58 H 5.88 4.84 -0.14
59 H 4.27 4.70 0.56
60 H 5.37 3.34 0.58
61 H -2.60 -2.65 3.88
62 H -3.84 -2.87 2.62
63 H -3.29 -1.26 3.03
64 H 0.41 -2.97 1.97

Here are the Löwdin charges for atoms 1 to 2, given in e: number 1, C, carries -0.06; number 2, C, carries -0.24

=====

No. 4
This record from OMol25 describes C18H38B2F8NO24S5Zr2 as an isolated structure. The level of theory is ωB97M-V with the def2-TZVPD basis set.

Output
Total charge = +1
HOMO level = -12.2 eV
E_tot = -5502.5855 Eh
LUMO level = -4.84 eV
Frontier orbital gap = 7.379 eV

CARTESIAN COORDINATES (ANGSTROEM)
1 Zr -1.76 0.73 3.43
2 Zr 1.97 2.99 0.20
3 N -0.53 -0.30 2.04
4 S -0.18 0.04 0.39
5 O -0.37 -1.02 -0.52
6 O 0.76 1.05 0.17
7 F -1.51 0.86 0.24
8 S 0.65 -1.38 2.16
9 O 1.96 -0.93 1.82
10 O 0.30 -2.68 1.80
11 F 0.71 -1.42 3.74
12 B -2.31 -0.98 4.77
13 H -3.19 -0.31 4.43
14 H -2.63 -1.83 5.51
15 H -1.84 -1.29 3.77
16 H -1.60 -0.25 5.32
17 B 1.89 2.62 -2.04
18 H 2.24 1.66 -1.52
19 H 1.82 2.45 -3.20
20 H 0.85 2.86 -1.61
21 H 2.57 3.51 -1.79
22 O -2.52 2.41 2.43
23 C -2.34 3.54 1.61
24 C -0.98 4.20 1.33
25 O 0.07 3.58 0.64
26 H -2.85 4.34 2.16
27 H -2.86 3.35 0.67
28 H -0.59 4.62 2.27
29 H -1.26 5.08 0.74
30 O 2.26 2.29 2.13
31 C 2.31 1.96 3.50
32 C 1.17 2.21 4.45
33 O -0.05 1.62 4.12
34 H 3.13 2.60 3.85
35 H 2.71 0.95 3.62
36 H 0.89 3.26 4.60
37 H 1.51 1.98 5.47
38 C -6.12 1.39 -0.77
39 C -4.94 1.00 0.10
40 O -4.99 -0.42 0.36
41 C -4.15 -0.93 1.19
42 O -3.43 -0.32 1.94
43 C -4.09 -2.47 1.08
44 F -4.19 -3.05 2.27
45 F -4.98 -2.95 0.24
46 F -2.85 -2.77 0.64
47 H -6.95 0.74 -0.50
48 H -5.84 1.17 -1.80
49 H -6.40 2.44 -0.73
50 H -5.03 1.53 1.05
51 H -3.96 1.25 -0.29
52 C 5.57 -0.59 2.89
53 C 5.54 0.33 1.68
54 O 5.06 -0.41 0.54
55 C 4.10 0.05 -0.15
56 O 3.50 1.08 0.05
57 C 3.75 -0.88 -1.34
58 F 3.88 -0.16 -2.46
59 F 4.48 -1.96 -1.39
60 F 2.46 -1.22 -1.23
61 H 4.55 -0.62 3.28
62 H 6.12 -0.13 3.71
63 H 5.92 -1.60 2.67
64 H 6.54 0.73 1.52
65 H 4.91 1.20 1.84
66 C 1.39 -4.26 -0.74
67 C 1.72 -5.66 -1.26
68 O 2.71 -6.19 -0.37
69 S 2.79 -5.32 0.95
70 O 4.10 -5.24 1.45
71 O 1.73 -5.78 1.77
72 O 2.40 -3.94 0.24
73 H 0.44 -4.24 -0.20
74 H 1.38 -3.48 -1.49
75 H 2.18 -5.63 -2.25
76 H 0.84 -6.30 -1.24
77 C -3.58 3.45 -3.29
78 C -2.19 3.39 -2.63
79 O -1.92 2.00 -2.38
80 S -2.78 1.11 -3.37
81 O -3.09 -0.13 -2.79
82 O -2.21 1.11 -4.67
83 O -4.02 2.09 -3.30
84 H -3.57 3.80 -4.32
85 H -4.29 4.09 -2.77
86 H -2.01 3.96 -1.72
87 H -1.37 3.65 -3.30
88 C 0.68 -0.80 -4.22
89 C -0.15 -1.75 -5.05
90 O 0.67 -2.92 -5.13
91 S 2.21 -2.62 -4.83
92 O 3.06 -2.83 -5.92
93 O 2.57 -3.22 -3.59
94 O 2.01 -1.04 -4.61
95 H 0.54 -0.98 -3.14
96 H 0.37 0.24 -4.32
97 H -0.38 -1.51 -6.09
98 H -1.11 -1.86 -4.53

Here are the Löwdin charges for atoms 1 to 2, given in e: number 1, Zr, carries 1.83; number 2, Zr, carries 1.99